Molecular formula: C21H36ClIIrN2OSbSi3
Method: DFT, the ωB97M-V functional and the def2-TZVPD basis

The geometry in XYZ format:
```
67
Properties=species:S:1:pos:R:3
Ir -1.35435 -0.29593 -0.07320
Cl -1.54816 5.07425 4.08818
C -1.21345 3.53459 3.39509
C -0.61620 2.55895 4.14573
C -0.32705 1.28369 3.61117
I 0.61319 -0.12830 4.79608
C -0.68131 0.98131 2.31929
O -0.46694 -0.21443 1.73740
C -1.30225 1.99406 1.55436
N -1.62059 1.63947 0.26863
C -2.17888 2.51921 -0.54507
C -2.44487 3.82914 -0.12909
C -2.15479 4.20701 1.15636
C -1.56938 3.28182 2.04585
H -0.36484 2.76590 5.17675
H -2.40526 2.17968 -1.54728
H -2.88736 4.52051 -0.83106
H -2.37079 5.20939 1.50029
C 3.77113 1.80404 0.96693
Si 3.64212 -0.03843 0.79163
C 4.70909 -0.78652 -0.52885
C 3.63322 -0.96814 2.39103
Sb 1.28230 -0.46292 -0.33710
Si 1.21440 0.76474 -2.64260
C -0.30249 0.19202 -3.57344
C 2.76465 0.35256 -3.58988
C 1.12461 2.55535 -2.10804
Si 0.73903 -2.95951 -0.07656
C 2.06551 -3.88968 -0.98932
C 0.60879 -3.28620 1.74460
C -0.95072 -3.05784 -0.88431
H 4.68543 2.07089 1.50253
H 2.92712 2.20295 1.53149
H 3.80453 2.29626 -0.00636
H 5.74971 -0.62760 -0.22889
H 4.57209 -0.31911 -1.50256
H 4.55670 -1.86115 -0.63421
H 4.53192 -0.71813 2.96145
H 3.63763 -2.04682 2.23008
H 2.76663 -0.70395 2.99709
H -0.08117 -0.70544 -4.15353
H -0.62015 0.96875 -4.27328
H -1.14829 -0.03400 -2.91975
H 2.95334 -0.72103 -3.62525
H 3.64259 0.84996 -3.17684
H 2.65390 0.70042 -4.62077
H 0.61704 2.68987 -1.15116
H 0.58445 3.13941 -2.85699
H 2.12430 2.98272 -2.01635
H 3.00503 -3.87867 -0.43444
H 2.23560 -3.46237 -1.97851
H 1.78657 -4.93748 -1.12730
H 1.58220 -3.24017 2.23265
H 0.19836 -4.28581 1.90884
H -0.04513 -2.55812 2.22667
H -0.89937 -3.03149 -1.97281
H -1.67612 -2.25746 -0.59522
H -1.48937 -3.95608 -0.57204
C -6.33727 -2.36490 -0.20150
C -5.93033 -0.91988 -0.51892
C -4.48443 -0.76708 -0.59753
N -3.33872 -0.70971 -0.66473
H -7.40063 -2.38497 0.02383
H -5.79667 -2.74709 0.66200
H -6.15304 -3.01667 -1.05258
H -6.28290 -0.22314 0.24497
H -6.33988 -0.58271 -1.47370
```

Output
HOMO level (spin up / spin down) in eV: -13.14 / -13.14
Multiplicity: 1
HOMO-LUMO gap (spin up / spin down) in eV: 6.1 / 6.1
Net charge: +2
Relative energy (zero: lowest compared OMol25 entry of this formula, charge and spin) in kJ/mol: 102.9

Molecular formula: C2H5BCl2S
Method: DFT, the ωB97M-V functional and the def2-TZVPD basis

The geometry in XYZ format:
```
11
Properties=species:S:1:pos:R:3
B 0.04281 -0.13199 -0.11171
C 1.60905 0.09935 -0.19528
C -1.11362 0.84223 -0.40756
S -0.68443 -2.49401 0.37663
Cl -2.85678 0.40623 -0.74905
Cl -0.74720 0.96335 1.40191
H 2.09964 -0.16079 0.76091
H 2.01380 1.14500 -0.52935
H 1.89416 -0.67521 -0.99582
H -0.74243 1.81140 -0.71141
H -1.51498 -1.80555 1.16073
```

Output
HOMO level in eV: -8.58
Multiplicity: 1
HOMO-LUMO gap in eV: 8.7
Relative energy (zero: lowest compared OMol25 entry of this formula, charge and spin) in kJ/mol: 331.6

Molecular formula: C21H32Cl2O17S
Method: DFT, the ωB97M-V functional and the def2-TZVPD basis

The geometry in XYZ format:
```
73
Properties=species:S:1:pos:R:3
O 0.10192 4.42150 1.16667
C 0.08081 3.58743 0.28698
O -0.54303 3.80076 -0.93342
Cl 0.22490 5.04405 -1.77426
O 0.56714 2.36023 0.43794
C 1.24021 1.80940 -0.73124
C 2.40313 0.96950 -0.27171
C 3.33424 1.66677 0.71033
C 3.81244 3.07078 0.35545
S 4.86827 3.26484 -1.07350
O 6.09632 2.58582 -0.81585
O 4.97425 4.66697 -1.32595
Cl 3.95179 2.46556 -2.70849
H 0.56958 1.16117 -1.27157
H 1.59511 2.60103 -1.37658
H 1.98307 0.12442 0.25539
H 2.90831 0.53295 -1.11456
H 2.78807 1.75401 1.64224
H 4.18614 1.02879 0.91674
H 4.45833 3.40881 1.15643
H 3.00128 3.78479 0.31094
C -4.57587 2.68687 -1.06671
C -4.07514 1.29360 -0.77758
C -3.73585 1.04021 0.67109
O -2.69011 0.06096 0.57112
C -2.08712 0.22979 -0.62970
O -1.06150 -0.28420 -0.94239
O -2.79572 1.06233 -1.41475
H -3.77997 3.41956 -0.92339
H -4.90451 2.76662 -2.10249
H -5.41578 2.93867 -0.41870
H -4.77872 0.55566 -1.15013
H -4.57652 0.64737 1.23809
H -3.33716 1.92265 1.17998
C -10.23395 3.41208 -1.47945
C -9.73270 2.02384 -1.16639
C -9.40634 1.78311 0.29059
O -8.36102 0.80229 0.21098
C -7.75166 0.94973 -0.98638
O -6.73081 0.42364 -1.29046
O -8.45497 1.77839 -1.78639
H -9.44189 4.14696 -1.33515
H -10.55014 3.47999 -2.51943
H -11.08161 3.66902 -0.84464
H -10.43403 1.27323 -1.53898
H -10.24802 1.39497 0.85781
H -9.01444 2.67253 0.78946
C 1.64443 -5.17119 1.84442
C 2.38627 -3.86012 1.84488
C 1.50707 -2.64303 2.01798
O 2.24332 -1.63331 1.29750
C 2.98924 -2.27170 0.35388
O 3.56645 -1.73069 -0.53494
O 2.98755 -3.60115 0.55884
H 1.01641 -5.25809 0.95650
H 2.34898 -6.00103 1.82639
H 1.02246 -5.26341 2.73489
H 3.17730 -3.87508 2.58384
H 1.39045 -2.35326 3.05892
H 0.52014 -2.74862 1.56126
C 7.98210 -2.90390 -0.19355
C 7.42295 -4.20305 0.33220
C 6.41892 -4.87264 -0.57939
O 5.57372 -5.56297 0.35324
C 5.63621 -4.90095 1.52541
O 4.89795 -5.08271 2.43985
O 6.62932 -3.98767 1.51525
H 7.20653 -2.13851 -0.22549
H 8.77311 -2.53486 0.45842
H 8.39451 -3.03754 -1.19336
H 8.23280 -4.88942 0.59369
H 6.87533 -5.57640 -1.27073
H 5.80977 -4.15813 -1.13785
```

Output
HOMO level in eV: -10.63
Multiplicity: 1
HOMO-LUMO gap in eV: 10.4
Structure (SMILES): O=C(OCl)OCCCCS(=O)(=O)Cl.C[C@@H]1COC(=O)O1.C[C@@H]1COC(=O)O1.C[C@@H]1COC(=O)O1.C[C@@H]1COC(=O)O1

Molecular formula: C24H38Cl3NO15Zr
Method: DFT, the ωB97M-V functional and the def2-TZVPD basis

The geometry in XYZ format:
```
82
Properties=species:S:1:pos:R:3
Zr -2.27893 1.70424 0.51935
C -2.27003 -3.46856 1.64735
C -1.09877 -2.39918 1.55512
C 0.31049 -3.10942 1.42345
C 0.56565 -3.77424 0.06004
C 0.35492 -2.71806 -1.07530
C -1.11126 -2.13698 -1.05837
N -1.30402 -1.55580 0.30616
O -2.35196 -0.56694 0.36459
C -2.01336 -3.24476 -1.55506
C -1.07719 -1.08123 -2.23570
C -0.93488 -1.55474 2.85259
H -2.12926 -4.48447 1.27829
H -3.08659 -3.02026 1.08133
H -2.55956 -3.55170 2.69490
H 0.53268 -3.81298 2.22580
H 1.04376 -2.30301 1.43439
H 0.08265 -4.75068 0.02304
H 1.56603 -4.05654 -0.26807
H 0.52466 -3.19675 -2.03973
H 1.06939 -1.90192 -0.96778
H -1.64544 -4.23895 -1.30142
H -1.98758 -3.29974 -2.64336
H -3.02351 -3.01992 -1.21279
H -2.11850 -0.80181 -2.39598
H -0.75631 -1.45755 -3.20706
H -0.59650 -0.10336 -2.20718
H -1.82380 -1.03712 3.21313
H -0.16024 -0.79243 2.76941
H -0.50216 -2.29029 3.53071
C 1.96180 2.08612 0.70136
C 0.49177 1.75776 0.65986
O -0.26234 1.84504 1.63938
O -0.21830 1.68281 -0.38360
H 2.37860 2.34281 -0.27255
H 2.58661 1.35755 1.21798
H 2.17668 2.99646 1.26102
C 5.47483 5.34778 -0.68722
Cl 6.81680 5.20568 -1.78653
Cl 4.40110 4.02565 -1.22622
Cl 4.88691 7.04785 -0.84742
H 5.80254 5.10465 0.32351
C 4.05984 -3.10564 2.06592
C 3.84511 -1.75442 2.66069
O 3.51769 -0.92069 1.61033
C 3.80644 -1.58027 0.50389
O 3.67583 -1.04145 -0.65956
O 4.20075 -2.81229 0.70471
H 3.23569 -3.81324 2.15645
H 4.92953 -3.53907 2.55974
H 4.78241 -1.36630 3.05937
H 3.19779 -1.73534 3.53746
C -3.52159 3.49141 -4.36340
C -3.76537 2.15810 -4.97061
O -3.30284 1.34289 -3.88419
C -3.10180 2.10903 -2.78154
O -2.69479 1.69692 -1.70982
O -3.34313 3.36438 -2.94120
H -4.20238 4.33561 -4.47269
H -2.59930 3.86366 -4.80943
H -3.06988 2.15427 -5.80989
H -4.74736 1.94508 -5.39299
C -3.14341 2.02014 6.26723
C -3.55545 3.34274 5.71554
O -2.86798 3.23081 4.46259
C -2.92589 1.99616 4.05674
O -2.58865 1.60557 2.92509
O -3.02339 1.16933 5.13014
H -3.82730 1.62283 7.01726
H -2.18563 2.12408 6.77708
H -3.14277 4.09416 6.38871
H -4.61223 3.57743 5.58809
C 2.43246 -0.53271 -3.45836
C 2.05890 0.80736 -2.89353
O 0.98623 1.13777 -3.74226
C 1.10211 0.43912 -4.97807
O 0.34137 0.48430 -5.93469
O 1.99330 -0.54456 -4.79929
H 2.01964 -1.31686 -2.82370
H 3.48984 -0.76943 -3.33998
H 3.02630 1.30093 -2.98635
H 1.80251 0.64315 -1.84691
```

Output
HOMO level (spin up / spin down) in eV: -15.67 / -15.67
Multiplicity: 2
HOMO-LUMO gap (spin up / spin down) in eV: 3.6 / 3.6
Net charge: +3

Molecular formula: C6H15N3O2
Method: DFT, the ωB97M-V functional and the def2-TZVPD basis

The geometry in XYZ format:
```
26
Properties=species:S:1:pos:R:3
C 0.62876 -0.24834 -1.24427
C 1.45000 -0.62765 -2.49531
C -1.67680 0.62105 -1.23576
N -0.36248 0.70694 -1.71305
N -2.02227 0.09039 -0.12816
N -2.41406 1.61838 -1.88017
H 0.12330 -1.14520 -0.90583
H 1.30624 -0.00700 -0.43564
H 2.15529 -1.42420 -2.25934
H 1.91894 0.29186 -2.84623
H -0.12554 1.67520 -1.57414
H -1.37634 -0.70864 0.77811
H -3.01467 0.01413 0.05312
H -2.36292 1.61710 -2.88900
H -3.40439 1.44821 -1.69418
H 0.79997 -1.00140 -3.28603
C 0.40053 0.10786 2.37713
C 1.93425 0.18856 2.43475
C -0.05084 -1.32810 2.15724
O 0.28797 -2.14910 2.99298
O -0.98009 -1.62895 1.28883
H 0.03956 0.37119 3.36025
H -0.11310 0.85054 1.75773
H 2.40781 -0.15506 1.51667
H 2.23729 -0.41132 3.28533
H 2.21356 1.23354 2.58497
```

Output
HOMO level in eV: -8.92
Multiplicity: 1
HOMO-LUMO gap in eV: 9.2
Relative energy (zero: lowest compared OMol25 entry of this formula, charge and spin) in kJ/mol: 0.0

Molecular formula: C38H104N9O12V
Method: DFT, the ωB97M-V functional and the def2-TZVPD basis

The geometry in XYZ format:
```
164
Properties=species:S:1:pos:R:3
O -3.49423 -0.08722 0.68576
V -2.16981 0.26585 1.51984
O -2.09224 1.80356 1.54308
C 0.96279 -0.22365 -1.16382
C -0.54127 0.12482 -0.81379
O -0.82619 -0.33534 0.46363
H 1.66249 0.36982 -0.64650
H 1.12887 -0.16399 -2.23144
H 1.06435 -1.25180 -0.91284
H -1.17896 -0.39529 -1.51407
H -0.82165 1.16685 -0.88909
C -3.67042 -2.73788 3.71511
C -2.96689 -3.02778 2.41426
C -3.94557 -3.06225 1.23905
O -4.79276 -4.18233 1.36768
C -6.01226 -3.96772 0.77730
N -1.93985 -2.08337 2.04751
H -4.60215 -3.37256 3.83178
H -4.03517 -1.71883 3.72336
H -3.04182 -2.92092 4.59229
H -2.62693 -4.06057 2.46034
H -3.34486 -3.12796 0.37632
H -4.51887 -2.12953 1.33273
H -6.53292 -3.21875 1.27496
H -6.65283 -4.82670 0.77195
H -5.96108 -3.61837 -0.24663
H -1.61684 -2.27074 1.10648
H -1.14951 -2.23704 2.61952
C 4.86444 1.85850 4.50471
C 4.04267 3.12218 4.37062
C 2.50125 2.78616 4.21399
O 2.26158 1.82273 3.23489
C 2.68796 2.25880 1.92492
N 4.28576 4.12094 5.39110
H 4.57956 1.31704 5.40820
H 5.99026 2.04852 4.49550
H 4.63243 1.18146 3.67720
H 4.49214 3.54008 3.44948
H 1.93164 3.72315 4.02717
H 2.17538 2.37074 5.17180
H 3.78322 2.11103 1.81325
H 2.34243 3.29729 1.81239
H 2.10396 1.79041 1.14288
H 3.87085 5.05401 5.25888
H 3.96066 3.78314 6.25688
C 3.89796 0.96372 -2.90520
C 4.14489 -0.55859 -2.71055
C 3.68221 -1.36415 -3.95013
O 2.28401 -1.22117 -4.11318
C 1.75329 -2.17610 -4.97854
N 5.58664 -0.81640 -2.38350
H 4.42599 1.49127 -2.09989
H 2.81537 1.21748 -2.94603
H 4.31071 1.29892 -3.86154
H 3.55961 -0.89874 -1.88711
H 4.01199 -2.39249 -3.77577
H 4.24540 -0.89937 -4.77787
H 2.12281 -2.03409 -5.98055
H 0.71713 -2.03234 -4.96024
H 1.97692 -3.24534 -4.72371
H 5.81718 -1.78130 -2.36234
H 6.18163 -0.37912 -3.05164
C -2.79495 -1.10622 -4.18620
C -3.79032 -0.80369 -3.04711
C -3.63822 -1.77775 -1.87975
O -3.38621 -3.11079 -2.26556
C -4.42865 -3.64860 -3.02394
N -3.64899 0.56791 -2.42845
H -2.93252 -2.15651 -4.60165
H -1.77145 -1.03728 -3.80539
H -2.80218 -0.37395 -5.01487
H -4.77203 -0.98683 -3.47883
H -4.55511 -1.72819 -1.26214
H -2.80618 -1.43566 -1.33494
H -4.07262 -3.91637 -3.96084
H -5.36020 -3.09278 -3.15358
H -4.82413 -4.55183 -2.50989
H -4.38807 1.16821 -2.83234
H -3.79257 0.57610 -1.43782
C -0.50188 0.07915 5.74785
C -1.46625 -0.08827 4.54001
C -2.64383 0.87746 4.44267
O -3.37994 0.40530 3.36864
C -4.54894 1.20560 3.06097
N -0.71293 0.07006 3.24068
H 0.24950 -0.74684 5.59154
H -0.95540 -0.18265 6.68054
H 0.02145 1.09587 5.79346
H -1.88461 -1.10638 4.51651
H -2.30787 1.88527 4.27299
H -3.19839 0.94427 5.37500
H -4.97762 0.72641 2.16089
H -4.19797 2.18569 2.87265
H -5.24663 1.24883 3.94800
H -0.20037 -0.81629 3.07917
H -0.00716 0.84901 3.31867
C -2.53252 4.74447 -5.40267
C -1.05093 4.98472 -5.15363
C -0.33760 3.59718 -5.18800
O -0.86132 2.88493 -4.09962
C -0.50552 1.49248 -4.23199
N -0.50495 5.92335 -6.12467
H -3.13598 5.59842 -5.35825
H -2.96073 4.08557 -4.68657
H -2.73294 4.28659 -6.34441
H -0.91761 5.34692 -4.09165
H 0.72997 3.69769 -5.10361
H -0.60168 3.01349 -6.08703
H 0.58647 1.25677 -4.25408
H -0.99540 0.97742 -5.04165
H -0.72855 0.98980 -3.32673
H -0.77028 6.85050 -5.85336
H 0.46025 5.82215 -6.29560
C -1.68532 5.98746 1.11291
C -0.69518 6.11723 -0.06165
C -0.13008 4.75435 -0.33577
O 0.80156 4.81999 -1.42248
C 1.33817 3.55498 -1.69639
N -1.41044 6.55414 -1.30433
H -2.16826 5.03013 1.11759
H -2.56475 6.66389 1.17696
H -1.14388 5.91984 2.06714
H 0.11288 6.83161 0.07220
H -1.02406 4.11580 -0.70548
H 0.24722 4.33501 0.59250
H 1.82419 3.05583 -0.86341
H 2.04520 3.68670 -2.53001
H 0.51368 2.89303 -2.05278
H -1.38172 5.71359 -1.88560
H -0.87018 7.31468 -1.81281
C 3.20176 -2.62134 4.47107
C 2.70396 -1.76495 3.24752
C 3.66394 -1.57052 2.05268
O 4.84692 -1.01455 2.57762
C 5.88526 -0.86511 1.49159
N 1.39326 -2.29750 2.85239
H 3.42891 -3.63314 4.14847
H 2.33082 -2.67866 5.14451
H 4.06158 -2.16734 4.86066
H 2.49670 -0.77631 3.72320
H 3.17133 -0.94804 1.26990
H 3.84840 -2.53659 1.62654
H 6.61816 -0.14339 1.72879
H 5.53995 -0.50200 0.44575
H 6.43630 -1.83061 1.38675
H 1.07847 -2.38203 1.83626
H 1.28014 -3.28801 3.18491
C -0.55551 -5.72579 0.58634
C 0.20319 -4.56538 -0.12639
C 0.87968 -5.04806 -1.38635
O 2.15653 -5.66912 -1.25024
C 3.01926 -4.89806 -0.39274
N -0.85022 -3.59375 -0.51274
H -0.93504 -5.55617 1.61801
H 0.16290 -6.52444 0.71569
H -1.37483 -6.08734 0.01974
H 0.82718 -4.00386 0.61662
H 1.05641 -4.21094 -2.07984
H 0.34726 -5.83430 -1.86742
H 2.90008 -3.85741 -0.61834
H 3.98106 -5.26868 -0.62338
H 2.85305 -5.09104 0.65293
H -1.65293 -4.13654 -0.79166
H -0.55371 -3.09661 -1.35171
```

Output
HOMO level in eV: -8.63
Multiplicity: 1
HOMO-LUMO gap in eV: 9.1
Relative energy (zero: lowest compared OMol25 entry of this formula, charge and spin) in kJ/mol: 102.5